[1]
Density functional theory data (ωB97M-V with the def2-TZVPD basis set) for a 8-piece molecular cluster, C11H28F3N8O16 overall in a non-equilibrium geometry.

ORCA input file:
```
! RIJCOSX wB97M-V def2-TZVPD def2/J DEFGRID3
* xyz -1 1
C 0.35662 1.14868 -1.28467
C 1.25673 0.73929 -0.10477
O 0.61361 0.77192 1.14403
N 0.81828 2.12697 1.75141
C 0.80428 1.92558 3.06928
O 2.23506 1.52118 3.80986
C 3.18585 2.38784 3.82997
F 2.81348 3.65583 4.19724
F 4.16600 2.02695 4.73816
F 3.86755 2.55228 2.64982
H 0.43247 0.43270 -2.10562
H -0.67517 1.20298 -0.93967
H 0.64654 2.12385 -1.68295
H 2.11325 1.41406 -0.06630
H 1.64236 -0.27046 -0.26826
H 0.44903 2.80124 3.61418
H 0.23356 1.04359 3.37074
C -2.22779 -0.62220 1.73416
N -2.81589 -1.31482 0.55689
O -2.36023 -1.07363 -0.53671
O -3.73956 -2.09240 0.75443
H -1.41305 0.02690 1.41317
H -3.03497 -0.06102 2.18561
H -1.87255 -1.40202 2.40290
C 2.85118 -0.57597 -5.21531
N 1.84169 -1.00322 -4.20769
O 2.23833 -1.28027 -3.10133
O 0.68357 -1.04020 -4.57443
H 3.82154 -0.58531 -4.74410
H 2.80230 -1.27340 -6.04484
H 2.57156 0.42398 -5.53492
C -5.04302 -0.96006 -2.26438
N -6.37473 -0.38437 -1.92986
O -6.55044 0.04957 -0.81429
O -7.21575 -0.39196 -2.80946
H -4.39098 -0.90035 -1.40310
H -5.21142 -1.99254 -2.55347
H -4.64726 -0.38977 -3.09890
C -4.35793 3.17307 3.92983
N -3.34976 2.37476 3.18515
O -3.52899 2.20696 1.99960
O -2.42335 1.93553 3.82812
H -5.12303 3.48661 3.23052
H -4.76247 2.52725 4.70291
H -3.83950 4.02166 4.36540
C 7.24009 -2.98633 -6.21130
N 5.86553 -2.45000 -6.00558
O 5.57928 -2.04212 -4.90419
O 5.12714 -2.46373 -6.96837
H 7.77587 -2.91028 -5.27358
H 7.13776 -4.01803 -6.53186
H 7.70564 -2.38972 -6.98913
C -6.14782 -2.07629 3.42422
N -5.37778 -0.84011 3.72136
O -4.79521 -0.76186 4.78192
O -5.37801 0.00657 2.85711
H -6.05658 -2.74561 4.27071
H -7.17769 -1.77997 3.25259
H -5.71500 -2.50065 2.52210
C 5.73044 0.01007 1.41604
N 4.63715 -0.20032 0.42749
O 4.12659 -1.29881 0.37263
O 4.32887 0.76185 -0.23423
H 5.89591 -0.92079 1.94430
H 6.61073 0.32035 0.86171
H 5.40013 0.79849 2.08769
*
```

Calculated values
HOMO energy: -3.105 eV
molar mass: 585.38 g/mol
LUMO energy: 0.049 Eh
electronic energy: -64674.001 eV

[2]
Density functional theory data (ωB97M-V with the def2-TZVPD basis set) for C11H28LiNO11 as an isolated structure in a non-equilibrium geometry.

ORCA input file:
```
! RIJCOSX wB97M-V def2-TZVPD def2/J DEFGRID3
* xyz 0 1
Li -0.06070 -0.68218 -0.13037
N 4.86695 0.18102 -0.70146
H 5.18409 -0.12894 -1.60891
H 3.95342 0.60949 -0.65693
H 5.59351 0.64777 -0.17767
H 4.51606 -0.66424 -0.27425
C 0.74749 2.73319 -2.51519
O 1.19954 2.12783 -1.34496
H -0.21883 2.58988 -2.99874
H 0.67432 3.81056 -2.36678
H 1.48265 2.53773 -3.29586
C 1.70945 -3.02600 2.26860
O 2.04516 -2.60315 1.00628
H 1.48170 -2.15798 2.88728
H 0.75222 -3.54558 2.22552
H 2.33463 -3.78180 2.74402
C -4.76612 1.20948 0.36909
O -5.14260 0.30107 1.37068
C -4.48629 -0.86145 1.36977
O -3.30832 -1.04795 1.07306
O -5.37030 -1.77693 1.67873
C -5.00901 -3.13477 1.55767
H -3.71756 1.47667 0.50041
H -5.24809 2.17455 0.52541
H -4.84491 0.74502 -0.61384
H -5.57020 -3.66937 0.79127
H -5.34798 -3.58465 2.49083
H -3.95582 -3.34698 1.37371
C -4.70602 -3.50651 -4.25035
O -3.42901 -3.17645 -3.69232
C -2.67684 -2.13484 -4.07428
O -1.80593 -1.65518 -3.36619
O -3.02384 -1.60415 -5.27192
C -2.11888 -0.76390 -5.97075
H -5.43729 -2.70154 -4.17726
H -5.10956 -4.33537 -3.66876
H -4.59931 -3.82181 -5.28828
H -2.59834 0.12421 -6.38241
H -1.67876 -1.37888 -6.75574
H -1.31714 -0.35882 -5.35331
C 6.58316 4.31350 4.43947
O 5.34846 3.53705 4.52813
C 5.33279 2.21014 4.33552
O 6.22394 1.41252 4.54519
O 4.05162 1.70651 4.18203
C 2.98251 2.64946 3.92617
H 6.21177 5.29185 4.74441
H 6.99716 4.49730 3.44804
H 7.27244 3.88494 5.16701
H 2.37779 2.93925 4.78550
H 2.23191 2.25270 3.24260
H 3.39288 3.48572 3.36016
*
```

Calculated values
HOMO energy: -5.853 eV
molar mass: 357.28 g/mol
LUMO energy: -0.030 Eh
electronic energy: -36070.874 eV

[3]
Density functional theory data (ωB97M-V with the def2-TZVPD basis set) for C11H28NNbO7P as an isolated structure in a non-equilibrium geometry.

ORCA input file:
```
! RIJCOSX wB97M-V def2-TZVPD def2/J DEFGRID3
* xyz -1 1
N 1.80659 -2.92624 4.55005
P 1.19736 -1.49978 4.99607
Nb 0.20557 -0.13936 2.92667
O -0.90590 0.85627 4.24239
C -1.26989 -1.75976 2.35706
C -2.48743 -1.77605 3.24659
O -3.26088 -0.57183 3.06208
C -3.82749 -0.02327 4.12622
O -4.61907 0.88778 4.06355
H 1.71959 -2.98662 3.54187
H 2.15276 -0.78455 5.75771
H 0.19836 -1.66919 5.99200
H 1.58535 1.07261 3.07198
H 1.39888 -1.01855 1.86278
H -0.37265 0.84281 1.55798
H -0.34620 1.23244 4.93754
H -0.75511 -2.71972 2.48251
H -1.55591 -1.71453 1.30303
H -3.15217 -2.60952 2.99617
H -2.20452 -1.91231 4.29620
H -3.51690 -0.47109 5.08056
O 0.27647 1.54828 -0.60913
C -0.73317 1.68708 -1.22952
O -1.05106 0.72019 -2.13209
C -2.30551 0.64864 -2.80444
C -2.31625 1.48810 -4.06623
C -1.61558 2.90334 -1.10282
H -3.12228 0.90586 -2.12823
H -2.42302 -0.40561 -3.05432
H -2.19127 2.54703 -3.83969
H -3.26062 1.35870 -4.59730
H -1.49475 1.19102 -4.71851
H -1.28201 3.65277 -1.82032
H -1.48513 3.29060 -0.09657
H -2.67334 2.70401 -1.25880
O 1.37903 0.94342 -4.83703
C 2.01067 0.40058 -3.96916
O 3.30157 0.76775 -3.80850
C 4.06055 0.36732 -2.66048
C 4.71974 -0.98321 -2.84653
C 1.44113 -0.70435 -3.11973
H 3.44426 0.40098 -1.76274
H 4.81768 1.14219 -2.55334
H 3.98091 -1.77527 -2.96184
H 5.34138 -1.21899 -1.98288
H 5.34578 -0.97637 -3.73939
H 1.62344 -1.65732 -3.61797
H 0.37910 -0.51415 -3.02301
H 1.84196 -0.74216 -2.11045
*
```

Calculated values
HOMO energy: -4.529 eV
molar mass: 410.22 g/mol
LUMO energy: 0.082 Eh
electronic energy: -38518.954 eV

[4]
Density functional theory data (ωB97M-V with the def2-TZVPD basis set) for C11H29ClGaIN2OP2S as an isolated structure in a non-equilibrium geometry.

ORCA input file:
```
! RIJCOSX wB97M-V def2-TZVPD def2/J DEFGRID3
* xyz 2 1
C 0.00994 1.02949 -7.23784
C 0.01668 1.72318 -5.95613
H 0.01448 1.72129 -8.12018
H -0.93625 0.47861 -7.31319
H 0.94833 0.46491 -7.31143
O 0.02321 2.58995 -5.16525
I -0.04436 -2.14590 -4.57939
Ga 0.00308 -0.32888 -2.70925
P 2.02921 -0.13548 -0.99772
C 2.45836 1.29630 0.07461
C 2.73402 -1.54056 0.00036
H 3.83462 -1.46622 -0.01529
H 4.29060 -0.21535 -1.78164
H 2.43726 -2.49682 -0.44381
H 3.11976 -0.77042 -3.05403
H 1.93857 1.20209 1.04143
H 2.35622 -1.49998 1.03468
C 3.33039 -0.01884 -2.28181
H 3.54747 1.31292 0.22811
H 3.30729 0.99060 -2.71369
H 2.13405 2.21915 -0.42421
P -1.99712 -0.08243 -0.98196
C -2.39011 1.32665 0.13473
C -3.31023 0.09943 -2.24728
H -2.44530 -2.44439 -0.46348
H -3.82670 -1.39318 -0.02772
H -2.35088 -1.46503 1.02763
C -2.72824 -1.48925 -0.00753
H -3.11900 -0.62584 -3.04947
H -4.26661 -0.10262 -1.74286
H -3.46981 1.32029 0.34203
H -2.10834 2.25707 -0.37171
H -3.27684 1.12458 -2.63903
H -1.82270 1.22677 1.07153
Cl -0.00152 -2.34277 -1.38774
C 1.14032 0.88508 5.47019
N 0.45178 0.85564 4.17570
C 0.00209 -0.29945 3.62531
S 0.01923 -0.54610 1.92643
N -0.45914 -1.26997 4.46861
C -1.24127 -0.94225 5.67231
H 1.10632 -0.10373 5.93578
H 0.63077 1.61941 6.10805
H 2.18136 1.19752 5.33158
H 0.78035 1.51237 3.47055
H -0.76507 -2.09449 3.96094
H -2.30228 -1.14854 5.49850
H -0.88231 -1.58773 6.48048
H -1.10170 0.10290 5.94412
*
```

Calculated values
HOMO energy: -12.993 eV
molar mass: 531.46 g/mol
LUMO energy: -0.322 Eh
electronic energy: -119301.762 eV

[5]
Density functional theory data (ωB97M-V with the def2-TZVPD basis set) for a 6-piece molecular cluster, C11H29NO8 overall in a non-equilibrium geometry.

ORCA input file:
```
! RIJCOSX wB97M-V def2-TZVPD def2/J DEFGRID3
* xyz 0 1
C 1.93446 -2.94597 -3.15435
C 3.00649 -3.89261 -2.70099
C 2.77295 -4.57657 -1.33735
O 2.85976 -5.97228 -1.62087
C 3.20111 -6.16527 -2.91963
O 3.46531 -7.21672 -3.39591
O 3.14187 -4.99859 -3.60931
H 2.21505 -2.51770 -4.12179
H 1.87629 -2.10973 -2.45647
H 0.96764 -3.42765 -3.29106
H 3.95312 -3.34618 -2.71650
H 1.80197 -4.35966 -0.89625
H 3.56173 -4.30322 -0.63699
C -3.27862 4.74918 -1.16735
N -2.16598 4.02378 -1.73440
C -0.84100 4.62029 -1.63262
C -2.31815 2.76251 -2.19002
O -1.40983 2.01392 -2.49710
H -2.94248 5.20703 -0.23728
H -4.06839 4.04373 -0.91108
H -3.68348 5.50372 -1.84336
H -0.77204 5.49803 -2.27719
H -0.67360 4.96853 -0.60848
H -0.10391 3.87017 -1.89095
H -3.38062 2.47305 -2.25193
C -2.86715 2.91793 2.16155
O -3.87231 2.73222 3.14906
H -2.51891 1.94612 1.82289
H -3.28991 3.36379 1.24729
H -2.07883 3.58614 2.51342
H -4.36755 3.55036 3.23230
C 0.17913 1.06515 4.17544
O 0.19476 0.90975 5.57864
H 1.16191 1.36699 3.78762
H -0.00427 0.10990 3.65354
H -0.58874 1.76486 3.86998
H 0.97022 0.39150 5.80687
C 1.24086 -3.16928 1.98914
O 0.70188 -4.45559 1.77777
H 1.43267 -2.97165 3.04962
H 2.20045 -3.09274 1.47778
H 0.57995 -2.39961 1.57840
H -0.19019 -4.45233 2.13395
C 0.59111 0.26776 -0.03743
O -0.61608 0.99349 0.09645
H 1.12837 0.18051 0.90818
H 0.39349 -0.75438 -0.38550
H 1.24340 0.75462 -0.76789
H -0.74387 1.49271 -0.71984
*
```

Calculated values
HOMO energy: -10.038 eV
molar mass: 303.35 g/mol
SMILES: C[C@H]1COC(=O)O1.CN(C)C=O.CO.CO.CO.CO
LUMO energy: 0.014 Eh
electronic energy: -29745.600 eV

[6]
Density functional theory data (ωB97M-V with the def2-TZVPD basis set) for a 4-piece molecular cluster, C11H30B3N5O6 overall.

ORCA input file:
```
! RIJCOSX wB97M-V def2-TZVPD def2/J DEFGRID3
* xyz 0 1
C 2.71766 -0.14647 -5.57235
C 2.49108 -1.36209 -6.48046
N 1.53670 -2.34825 -5.97212
B 1.88567 -3.23807 -4.94107
O 0.97446 -4.19590 -4.47526
B 1.10224 -4.64677 -3.18840
O 2.18843 -4.23113 -2.44879
B 3.33647 -3.87197 -3.16054
N 4.62948 -4.15390 -2.62175
O 3.15808 -3.25438 -4.38093
H 3.77539 0.11314 -5.50904
H 2.36932 -0.34985 -4.55921
H 2.18805 0.73610 -5.93721
H 2.13271 -1.03926 -7.46053
H 3.42924 -1.88573 -6.66389
H 0.59149 -1.99350 -5.93401
H 0.29707 -5.38472 -2.71711
H 5.37422 -3.71633 -3.15150
H 4.86821 -5.12615 -2.48553
C -0.46815 0.75799 0.26011
N 0.45518 0.57206 -0.84122
C 0.93511 -0.59294 -1.33918
C 0.46967 -1.88350 -0.70362
O 1.71784 -0.60239 -2.27956
H -1.37715 1.26321 -0.07303
H -0.02767 1.34427 1.06462
H -0.75260 -0.20323 0.67590
H 0.80780 1.39074 -1.31184
H 0.98458 -2.67969 -1.22957
H 0.71997 -1.92641 0.35701
H -0.61087 -1.99948 -0.80129
C -0.38428 -1.11800 6.02279
N -0.31196 -0.10703 4.99136
C -1.27000 0.25095 4.09959
C -2.59271 -0.47822 4.15708
O -1.06446 1.13681 3.28366
H -0.24666 -0.68291 7.01397
H 0.37419 -1.88877 5.87623
H -1.35796 -1.59815 6.00190
H 0.54158 0.42209 4.90276
H -3.23156 -0.06578 3.38227
H -2.46490 -1.54836 3.98830
H -3.07597 -0.34230 5.12509
C -2.67933 6.50166 2.52789
N -3.32030 5.78321 3.60445
C -3.54693 4.44320 3.70285
C -3.08534 3.57011 2.55975
O -4.10195 3.97894 4.68410
H -1.78554 7.02550 2.87285
H -3.35294 7.23426 2.07858
H -2.37717 5.80597 1.75063
H -3.65154 6.30729 4.39903
H -3.32806 2.54397 2.81193
H -3.57942 3.84586 1.62649
H -2.00649 3.63432 2.41783
*
```

Calculated values
HOMO energy: -9.250 eV
molar mass: 360.83 g/mol
SMILES: CCNB1OBOB(N)O1.CNC(C)=O.CNC(C)=O.CNC(C)=O
LUMO energy: 0.020 Eh
electronic energy: -33669.184 eV

[7]
Density functional theory data (ωB97M-V with the def2-TZVPD basis set) for C11H30BiClMnSi2 as an isolated structure in a non-equilibrium geometry.

ORCA input file:
```
! RIJCOSX wB97M-V def2-TZVPD def2/J DEFGRID3
* xyz 0 4
Bi -0.08754 1.08752 0.07687
Cl -1.35235 3.13988 -0.43988
C -1.86201 -0.16371 0.69312
H -1.67559 -0.64448 1.66401
H -2.03655 -0.90608 -0.09039
H -2.70951 0.50873 0.77714
Mn 0.72403 -0.79904 -2.77368
C 2.18171 0.47595 -2.99725
C -0.52924 -0.05392 -4.01945
C 0.87929 -2.69377 -3.05635
H -1.17457 -0.88035 -4.35597
H -1.06798 0.72949 -3.46124
H 0.00383 0.42648 -4.84980
H 3.14091 -0.00576 -2.72405
H 2.21511 0.83355 -4.03408
H 1.94912 1.32495 -2.33378
H -0.10742 -3.23518 -3.08870
H 1.62770 -3.29974 -2.47658
C 2.49722 1.99491 4.32149
Si 1.29956 1.90682 2.86394
C -0.43096 1.98976 3.61253
C 1.62914 3.44091 1.82457
C 1.51063 0.42447 1.79831
Si 1.61447 -1.31077 2.53478
C 0.19639 -1.71164 3.70923
C 1.66663 -2.59871 1.17174
C 3.18216 -1.53162 3.57386
H 2.29310 2.91459 4.89012
H 3.54423 2.05421 3.98294
H 2.40547 1.15137 5.01828
H -0.47590 2.87354 4.26886
H -1.22016 2.10978 2.85626
H -0.66687 1.09843 4.21430
H 2.71131 3.54761 1.64827
H 1.12709 3.43896 0.84282
H 1.24480 4.32788 2.35263
H 2.38866 0.53242 1.12763
H -0.75069 -1.85144 3.17193
H 0.43402 -2.66181 4.21455
H 0.05202 -0.95323 4.48884
H 2.58219 -2.50934 0.57114
H 1.64753 -3.60599 1.62083
H 0.80408 -2.51120 0.49656
H 4.08818 -1.49926 2.95214
H 3.30418 -0.79115 4.37363
H 3.16887 -2.51897 4.05524
*
```

Calculated values
HOMO energy (spin up / spin down): -7.569 / -7.913 eV
molar mass: 517.90 g/mol
LUMO energy (spin up / spin down): -0.047 / -0.061 Eh
electronic energy: -77326.514 eV

[8]
Density functional theory data (ωB97M-V with the def2-TZVPD basis set) for a 3-piece molecular cluster, C11H30Br2N2O6P overall.

ORCA input file:
```
! RIJCOSX wB97M-V def2-TZVPD def2/J DEFGRID3
* xyz 1 1
C -0.94113 -0.80120 1.33650
C 0.03013 0.12912 2.08375
Br 1.43536 0.73315 0.92641
C 0.61837 -0.59993 3.29392
Br 2.19673 0.15003 4.08683
N -0.45036 -0.64467 4.37909
P -0.80592 -2.27290 5.18918
N -1.92707 -3.05374 4.56458
O 0.64119 -2.86678 5.24486
O -0.91514 -1.72411 6.65582
H -0.76295 -1.85310 1.56632
H -0.83163 -0.68671 0.26107
H -1.98180 -0.56623 1.57435
H -0.49216 1.02261 2.42918
H 0.87186 -1.62308 3.03743
H -0.18301 0.02937 5.10310
H -1.33919 -0.32181 3.98712
H -2.45241 -2.77795 3.75042
H 0.76923 -3.60960 4.64065
H -1.81164 -1.78030 7.01329
C -0.57091 3.48616 -3.06163
O -0.82919 3.99518 -1.76642
C 0.23923 3.82002 -0.85738
C 1.04440 5.08635 -0.66222
O 1.73780 5.44820 -1.83783
C 1.13779 6.50941 -2.56005
H -1.39826 3.79425 -3.69721
H 0.36416 3.87701 -3.46964
H -0.52209 2.39063 -3.05185
H 0.90123 3.01672 -1.19901
H -0.19117 3.52084 0.10556
H 1.78551 4.91561 0.12604
H 0.38225 5.89537 -0.33562
H 1.21899 7.45312 -2.01126
H 0.08356 6.30967 -2.76799
H 1.67985 6.60109 -3.49867
C 2.00482 -3.78344 -2.71353
O 0.82148 -4.34814 -3.24020
C -0.14526 -4.68754 -2.26686
C -1.26949 -3.67721 -2.21620
O -0.82142 -2.40543 -1.76465
C -0.61723 -1.47687 -2.81870
H 2.60473 -3.45238 -3.55855
H 1.79135 -2.92707 -2.06630
H 2.57755 -4.52433 -2.14496
H 0.32057 -4.77377 -1.27809
H -0.56159 -5.66434 -2.52955
H -2.03887 -4.02860 -1.52231
H -1.72437 -3.58608 -3.20695
H -1.56998 -1.15921 -3.25379
H 0.01097 -1.89927 -3.60521
H -0.11488 -0.60812 -2.39286
*
```

Calculated values
HOMO energy: -11.021 eV
molar mass: 477.15 g/mol
LUMO energy: -0.122 Eh
electronic energy: -176524.809 eV

> The highest molar mass belongs to which entry?

C11H28F3N8O16

> Among the records above, which one has the highest molar mass?

C11H28F3N8O16

> Which of these has the highest electronic energy?

C11H29NO8

> Which formula does entry 1 have?

C11H28F3N8O16